#i
DFT (wB97M-V/def2-TZVPD) results for CH4NOPS as an isolated structure.

## Properties
* gap between HOMO and LUMO: 9.167 eV

ORCA input file:
```
! wB97M-V def2-TZVPD RIJCOSX def2/J DEFGRID3
* xyz 0 1
C -0.565 -1.097 0.072
N 0.643 1.368 0.342
O 0.742 -1.143 0.440
P -1.016 0.991 0.080
S 1.642 0.087 -0.184
H -0.572 -1.254 -1.053
H -1.186 -1.797 0.560
H 1.140 1.833 1.165
H -0.828 1.012 -1.422
*
```


#ii
DFT (wB97M-V/def2-TZVPD) results for a 2-piece molecular cluster, CH4NOPS overall.

## Properties
* gap between HOMO and LUMO (alpha / beta): 7.563 / 6.837 eV
* SMILES string: [H]/P=[NH+]\[S-].C=O

ORCA input file:
```
! wB97M-V def2-TZVPD RIJCOSX def2/J DEFGRID3
* xyz 0 1
H -2.271 -0.359 -1.509
P -2.397 -0.932 -0.232
N -1.516 0.228 0.508
S -0.810 1.619 -0.044
H -1.354 0.074 1.504
C 2.089 -0.159 -0.056
O 1.369 -0.875 0.574
H 2.963 0.345 0.380
H 1.927 0.060 -1.125
*
```


#iii
DFT (wB97M-V/def2-TZVPD) results for one molecule with the formula CH4NOPS.

## Properties
* gap between HOMO and LUMO: 8.590 eV
* SMILES string: C1ONSP1

ORCA input file:
```
! wB97M-V def2-TZVPD RIJCOSX def2/J DEFGRID3
* xyz 0 1
C -0.554 -0.446 -0.536
O -0.099 1.143 -0.531
N 0.978 1.263 0.341
S 2.315 0.331 -0.129
P 0.958 -1.426 -0.051
H -1.387 -0.440 0.203
H -0.989 -0.663 -1.565
H 1.171 2.192 0.639
H 0.713 -1.137 1.457
*
```


Verdict on stability: #i comes out on top.


#i
DFT (wB97M-V/def2-TZVPD) results for one molecule with the formula CH4NOPS.

## Properties
* gap between HOMO and LUMO: 9.945 eV
* SMILES string: O=C(P)NS

ORCA input file:
```
! wB97M-V def2-TZVPD RIJCOSX def2/J DEFGRID3
* xyz 0 1
O -0.458 1.788 -0.267
C -0.201 0.577 -0.368
P 1.594 0.008 -0.401
N -1.169 -0.372 -0.433
S -2.837 -0.147 -0.068
H 1.536 -1.390 -0.198
H 1.379 -0.088 -1.757
H -0.895 -1.381 -0.425
H -2.951 0.683 -1.227
*
```


#ii
DFT (wB97M-V/def2-TZVPD) results for a 2-piece molecular cluster, CH4NOPS overall.

## Properties
* gap between HOMO and LUMO (alpha / beta): 7.714 / 7.703 eV

ORCA input file:
```
! wB97M-V def2-TZVPD RIJCOSX def2/J DEFGRID3
* xyz 0 1
C -1.322 -0.101 0.289
N 2.315 -0.134 -0.163
O -1.683 0.348 -0.918
P 3.869 0.020 -0.104
S 1.129 0.218 0.818
H -1.390 0.627 0.993
H -1.563 -1.153 0.536
H -1.337 -0.180 -1.643
H 4.122 0.485 1.137
*
```


Verdict on stability: #i comes out on top.


#i
DFT (wB97M-V/def2-TZVPD) results for C11H6MgN2O4S as an isolated structure.

## Properties
* gap between HOMO and LUMO: 5.497 eV

ORCA input file:
```
! wB97M-V def2-TZVPD RIJCOSX def2/J DEFGRID3
* xyz 2 1
O 0.335 -3.295 -2.083
C 0.313 -2.127 -2.094
Mg 0.154 -0.236 -2.027
O -2.380 -0.228 -5.289
C -1.639 -0.239 -4.409
C 2.182 -0.221 -2.391
O 3.348 -0.225 -2.579
C 0.323 1.666 -2.035
O 0.336 2.833 -2.005
N 2.341 -1.969 0.237
C 1.398 -1.209 0.705
N 0.512 -0.492 0.123
C -0.393 0.253 0.975
C -1.427 1.115 0.658
C -2.105 1.732 1.680
C -1.792 1.511 3.012
C -0.770 0.646 3.366
C -0.089 0.030 2.347
S 1.287 -1.113 2.525
H 2.993 -2.491 0.826
H 2.486 -2.104 -0.772
H -1.662 1.280 -0.404
H -2.923 2.424 1.423
H -2.344 2.017 3.813
H -0.485 0.441 4.396
*
```


#ii
DFT (wB97M-V/def2-TZVPD) results for C11H6MgN2O4S as an isolated structure.

## Properties
* gap between HOMO and LUMO: 6.370 eV

ORCA input file:
```
! wB97M-V def2-TZVPD RIJCOSX def2/J DEFGRID3
* xyz 2 1
Mg 0.008 0.026 -1.959
O 0.032 2.880 -3.754
C 0.024 1.970 -3.053
C 2.139 -0.866 -2.003
O 3.090 -1.483 -1.805
C -2.137 -0.827 -2.020
O -3.102 -1.429 -1.830
C 0.008 -1.082 -3.995
O 0.007 -1.712 -4.957
N -0.026 -2.904 -0.231
C -0.019 -1.789 0.542
N -0.005 -0.550 0.056
C 0.000 0.428 1.066
C 0.015 1.823 0.905
C 0.018 2.623 2.054
C 0.007 2.055 3.341
C -0.007 0.660 3.487
C -0.010 -0.137 2.352
S -0.027 -1.896 2.264
H -0.036 -3.802 0.237
H -0.020 -2.842 -1.247
H 0.024 2.284 -0.094
H 0.029 3.705 1.968
H 0.009 2.692 4.223
H -0.016 0.172 4.454
*
```


Verdict on stability: #ii comes out on top.


#i
DFT (wB97M-V/def2-TZVPD) results for a 2-piece molecular cluster, C8H10O2 overall.

## Properties
* gap between HOMO and LUMO: 9.902 eV
* SMILES string: c1ccccc1.CC(=O)O

ORCA input file:
```
! wB97M-V def2-TZVPD RIJCOSX def2/J DEFGRID3
* xyz 0 1
C 1.366 -0.325 0.799
C 1.080 -0.760 -0.470
C 0.029 -1.570 -0.796
C -0.598 -2.337 0.213
C -0.232 -2.199 1.597
C 0.704 -1.082 1.833
H 2.054 0.410 0.832
H 1.498 -0.238 -1.348
H -0.407 -1.543 -1.846
H -1.505 -2.935 0.033
H -0.953 -2.632 2.323
H 1.007 -0.938 2.872
C -1.283 1.561 -0.803
C -0.041 2.268 -0.869
O 0.686 2.145 -1.933
O 0.431 2.838 0.314
H -1.694 1.506 -1.922
H -1.287 0.626 -0.336
H -2.168 2.147 -0.566
H 1.313 3.058 0.074
*
```


#ii
DFT (wB97M-V/def2-TZVPD) results for one molecule with the formula C8H10O2.

## Properties
* gap between HOMO and LUMO: 8.811 eV
* SMILES string: C=CC1=CC(=O)C(C)(C)O1

ORCA input file:
```
! wB97M-V def2-TZVPD RIJCOSX def2/J DEFGRID3
* xyz 0 1
C 1.091 -0.317 -3.166
C 0.083 0.404 -2.566
C -0.185 0.365 -1.143
C -1.328 0.881 -0.580
C -1.264 0.664 0.810
O -2.139 1.031 1.583
C 0.073 -0.077 1.060
C 0.869 0.692 2.117
C -0.303 -1.548 1.417
O 0.729 -0.130 -0.238
H 1.720 -0.997 -2.575
H 1.300 -0.289 -4.208
H -0.528 1.053 -3.158
H -2.130 1.382 -1.102
H 1.229 1.639 1.703
H 1.678 0.043 2.483
H 0.224 0.904 2.994
H -0.811 -1.520 2.389
H -0.947 -2.013 0.650
H 0.637 -2.168 1.530
*
```


Verdict on stability: #ii comes out on top.